a) C2H8N2O2 | the ωB97M-V functional and the def2-TZVPD basis

Computed properties:
SMILES = CONNCO
Charge = 0
E_HOMO = -9.534 eV
LUMO = 0.95 eV

Element x y z (Å)
H  -2.11161  -1.40817  -0.13966
C  -2.10925  -0.53472  0.51915
H  2.19628  -0.23735  -1.60202
N  -0.33794  0.35307  -0.81505
H  -3.12441  -0.30941  0.83915
H  -1.47810  -0.74067  1.38888
H  1.30507  -1.18393  0.26825
H  -0.34124  1.05633  -1.55825
O  -1.66492  0.61498  -0.16279
H  0.70903  1.70449  0.31583
C  1.67670  -0.15343  0.26403
O  2.59158  0.06186  -0.77448
H  2.21423  0.06072  1.18967
N  0.47458  0.71623  0.26728

In elementary charge units, the natural (NBO) charges are: number 1, H, carries 0.1725; number 2, C, carries -0.2605; number 3, H, carries 0.4677; number 4, N, carries -0.2108; number 5, H, carries 0.1942; number 6, H, carries 0.1708; number 7, H, carries 0.1647; number 8, H, carries 0.3412; number 9, O, carries -0.4310; number 10, H, carries 0.3523; number 11, C, carries 0.0747; number 12, O, carries -0.7226; number 13, H, carries 0.1745; number 14, N, carries -0.4878

=====

b) C2H8N2O2 | the ωB97M-V functional and the def2-TZVPD basis

Computed properties:
SMILES = CNC(N)=O.O
Charge = 0
E_HOMO = -9.474 eV
LUMO = 0.67 eV

Element x y z (Å)
O  -3.65961  0.21226  3.36447
N  0.76008  0.20572  -1.30421
C  -0.67309  0.31877  -1.33038
H  3.20373  -0.50084  0.61700
H  -1.14780  -0.57729  -1.75523
H  -2.71831  -0.00146  3.49854
H  1.36572  0.42959  -2.07080
N  2.81807  -0.28348  -0.29198
H  -0.98807  0.47437  -0.30355
H  -0.98102  1.09003  -2.03408
H  3.34483  -0.41080  -1.14112
H  -3.64684  0.72173  2.56652
O  0.88599  -1.17265  0.51812
C  1.43632  -0.50594  -0.33328

In elementary charge units, the natural (NBO) charges are: number 1, O, carries -0.9329; number 2, N, carries -0.6353; number 3, C, carries -0.4062; number 4, H, carries 0.4078; number 5, H, carries 0.1887; number 6, H, carries 0.4697; number 7, H, carries 0.3844; number 8, N, carries -0.8838; number 9, H, carries 0.2196; number 10, H, carries 0.2052; number 11, H, carries 0.3870; number 12, H, carries 0.4634; number 13, O, carries -0.6420; number 14, C, carries 0.7743

=====

c) C2H8N2O2 | the ωB97M-V functional and the def2-TZVPD basis

Computed properties:
Charge = 0
E_HOMO (alpha / beta) = -8.607 / -8.606 eV
LUMO (alpha / beta) = 0.57 / 0.57 eV

Element x y z (Å)
O  -0.36493  -0.06612  -1.13237
H  0.86527  -1.33207  1.42828
H  1.90863  1.23590  -0.75103
H  1.58714  1.62427  0.94957
H  -3.26183  -0.27267  0.11746
H  -0.65487  -1.15101  -1.24016
H  -0.51061  0.29595  0.86632
H  2.00888  -1.00538  0.30666
O  -2.48720  -0.87243  0.20877
C  0.27380  0.12545  0.10633
H  0.51030  2.23441  -0.32814
N  1.01009  -1.07581  0.45668
C  1.12427  1.39282  -0.00995
N  -2.00894  -1.13331  -0.97841

In elementary charge units, the natural (NBO) charges are: number 1, O, carries -0.6574; number 2, H, carries 0.3672; number 3, H, carries 0.2097; number 4, H, carries 0.2074; number 5, H, carries 0.4619; number 6, H, carries 0.4991; number 7, H, carries 0.1550; number 8, H, carries 0.3623; number 9, O, carries -0.4666; number 10, C, carries 0.2273; number 11, H, carries 0.2218; number 12, N, carries -0.8558; number 13, C, carries -0.6252; number 14, N, carries -0.1065

=====

d) C2H8N2O2 | the ωB97M-V functional and the def2-TZVPD basis

Computed properties:
Charge = 0
E_HOMO = -8.378 eV
LUMO = 0.54 eV

Element x y z (Å)
H  1.55310  -0.96893  0.97128
H  1.16660  -0.18686  -1.67479
O  2.03066  0.96806  0.47263
C  1.28840  -0.19351  0.24290
C  -1.36532  0.82914  -0.53579
H  -1.59809  1.86316  -0.75580
H  -1.26613  0.25257  -1.46567
N  -1.70081  -0.93798  0.75901
O  1.54949  -0.76963  -1.00408
H  0.06859  0.45428  0.02751
N  -2.06404  0.29600  0.46171
H  -0.74401  -1.20880  0.40114
H  -1.89559  -1.17859  1.72354
H  2.97714  0.78108  0.37643

In elementary charge units, the natural (NBO) charges are: number 1, H, carries 0.1496; number 2, H, carries 0.4685; number 3, O, carries -0.7391; number 4, C, carries 0.1728; number 5, C, carries -0.3676; number 6, H, carries 0.2047; number 7, H, carries 0.1865; number 8, N, carries -0.5965; number 9, O, carries -0.7359; number 10, H, carries 0.1727; number 11, N, carries -0.1372; number 12, H, carries 0.3721; number 13, H, carries 0.3810; number 14, H, carries 0.4683

=====

b) is the most stable structure; the next one sits 334.3 kJ/mol above it.

=====

a) C2H8N2O2 | the ωB97M-V functional and the def2-TZVPD basis

Computed properties:
SMILES = CNN(O)CO
Charge = 0
E_HOMO = -8.419 eV
LUMO = 0.73 eV

Element x y z (Å)
H  1.87712  -1.36270  0.67338
N  0.88475  0.51082  0.47922
H  1.06144  0.82297  1.43772
C  1.92515  -0.43525  0.09364
H  -0.95835  1.31167  -1.17723
N  -0.44927  -0.03797  0.39778
H  2.90541  0.01907  0.27092
H  -2.46343  -0.40098  -0.78020
H  -1.40145  1.86140  0.45507
O  -0.55243  -1.19055  -0.48266
O  -2.63662  0.46514  -0.37455
H  1.87283  -0.66643  -0.97577
H  -0.73695  -1.88212  0.17992
C  -1.32820  0.98493  -0.19725

In elementary charge units, the natural (NBO) charges are: number 1, H, carries 0.1673; number 2, N, carries -0.5037; number 3, H, carries 0.3619; number 4, C, carries -0.4243; number 5, H, carries 0.1431; number 6, N, carries -0.0608; number 7, H, carries 0.2075; number 8, H, carries 0.4755; number 9, H, carries 0.1847; number 10, O, carries -0.6068; number 11, O, carries -0.7138; number 12, H, carries 0.2092; number 13, H, carries 0.4852; number 14, C, carries 0.0748

=====

b) C2H8N2O2 | the ωB97M-V functional and the def2-TZVPD basis

Computed properties:
SMILES = NCNC=O.O
Charge = 0
E_HOMO = -9.575 eV
LUMO = 0.66 eV

Element x y z (Å)
H  -0.40880  0.62895  2.99923
O  -1.34468  0.77711  -1.48287
C  -1.19141  -0.42245  -1.44717
N  1.96580  -0.98633  0.24607
H  0.38240  -1.76897  -1.31438
C  0.85311  -0.15012  -0.17435
N  -0.11603  -1.02365  -0.84568
H  2.85835  -0.53673  0.09995
H  0.36438  0.37164  0.64712
H  1.91897  -1.23944  1.22389
H  -1.95788  -1.12265  -1.81345
O  -0.42485  1.56066  2.75428
H  -1.24294  1.89073  3.13846
H  1.21323  0.61830  -0.85750

In elementary charge units, the natural (NBO) charges are: number 1, H, carries 0.4649; number 2, O, carries -0.5905; number 3, C, carries 0.5254; number 4, N, carries -0.8514; number 5, H, carries 0.4028; number 6, C, carries -0.0670; number 7, N, carries -0.6450; number 8, H, carries 0.3687; number 9, H, carries 0.1978; number 10, H, carries 0.3618; number 11, H, carries 0.1123; number 12, O, carries -0.9354; number 13, H, carries 0.4728; number 14, H, carries 0.1829

=====

c) C2H8N2O2 | the ωB97M-V functional and the def2-TZVPD basis

Computed properties:
SMILES = NCNC=O.O
Charge = 0
E_HOMO = -9.701 eV
LUMO = 0.65 eV

Element x y z (Å)
H  1.13387  2.11643  0.16399
C  0.15317  0.62067  -0.74056
H  0.59245  0.22717  -1.65477
N  -0.70012  -0.49951  -0.32928
O  -2.03912  -0.50390  -2.17370
H  2.12795  0.91125  0.12154
C  -1.81056  -0.80523  -1.02636
H  -0.57013  -0.89325  0.59480
H  -0.41394  1.52418  -1.00687
O  1.06370  -1.09011  1.99612
H  -2.44914  -1.45191  -0.38565
N  1.13941  1.11197  0.21379
H  0.58005  -0.95292  2.81617
H  1.19241  -0.31482  1.41078

In elementary charge units, the natural (NBO) charges are: number 1, H, carries 0.3817; number 2, C, carries -0.0569; number 3, H, carries 0.1879; number 4, N, carries -0.6393; number 5, O, carries -0.6096; number 6, H, carries 0.3806; number 7, C, carries 0.5322; number 8, H, carries 0.4220; number 9, H, carries 0.1922; number 10, O, carries -0.9966; number 11, H, carries 0.0997; number 12, N, carries -0.8707; number 13, H, carries 0.4818; number 14, H, carries 0.4950

=====

b) is the most stable structure; the next one sits 13.8 kJ/mol above it.

=====

a) C2H8N2O2 | the ωB97M-V functional and the def2-TZVPD basis

Computed properties:
Charge = 0
E_HOMO = -9.344 eV
LUMO = 0.87 eV

Element x y z (Å)
H  -2.64350  -1.11463  0.16523
H  1.21633  1.43170  -1.77787
H  1.79374  -0.09477  -1.04618
C  -0.63928  -0.36412  0.79756
H  -1.24850  1.44969  0.33144
N  -0.14422  -1.51583  0.28710
N  -0.84344  0.64148  -0.12656
O  -2.43297  -0.34553  0.71443
H  -0.46402  -0.16725  1.84973
C  1.61753  0.97744  -0.86339
O  0.77734  1.18412  0.24151
H  -0.19023  -1.59399  -0.71969
H  2.58629  1.44748  -0.65375
H  0.61492  -1.93580  0.80046

In elementary charge units, the natural (NBO) charges are: number 1, H, carries 0.4523; number 2, H, carries 0.1724; number 3, H, carries 0.1464; number 4, C, carries 0.4045; number 5, H, carries 0.3838; number 6, N, carries -0.8168; number 7, N, carries -0.2941; number 8, O, carries -0.8498; number 9, H, carries 0.2051; number 10, C, carries -0.2517; number 11, O, carries -0.5457; number 12, H, carries 0.4003; number 13, H, carries 0.1894; number 14, H, carries 0.4038

=====

b) C2H8N2O2 | the ωB97M-V functional and the def2-TZVPD basis

Computed properties:
SMILES = NCNC=O.O
Charge = 0
E_HOMO = -10.067 eV
LUMO = 0.75 eV

Element x y z (Å)
N  -0.64602  -0.95125  0.01539
H  -0.65616  -1.65116  0.74548
H  -0.82732  0.40431  1.66150
N  0.28300  1.24443  0.18101
C  -0.81620  0.35802  0.57053
H  0.38158  1.20821  -0.82820
H  0.11207  2.22845  0.35863
H  2.08784  0.47838  0.63388
H  3.31699  -0.21251  0.04006
O  2.90589  0.04597  0.86017
C  -1.28819  -1.26208  -1.14114
H  -1.78769  0.79764  0.31539
O  -1.88078  -0.44149  -1.80690
H  -1.18501  -2.24692  -1.60580

In elementary charge units, the natural (NBO) charges are: number 1, N, carries -0.6272; number 2, H, carries 0.4035; number 3, H, carries 0.1918; number 4, N, carries -0.8566; number 5, C, carries -0.0652; number 6, H, carries 0.3650; number 7, H, carries 0.3719; number 8, H, carries 0.4892; number 9, H, carries 0.4591; number 10, O, carries -0.9694; number 11, C, carries 0.5152; number 12, H, carries 0.1842; number 13, O, carries -0.5972; number 14, H, carries 0.1357

=====

b) is the most stable structure; the next one sits 399.2 kJ/mol above it.

=====

a) C9H13NO | the ωB97M-V functional and the def2-TZVPD basis

Computed properties:
SMILES = Cc1ccccc1.CC(N)=O
Charge = 0
E_HOMO = -9.063 eV
LUMO = 0.75 eV

Element x y z (Å)
C  -0.71153  -0.17084  -0.16509
H  -0.79261  3.38553  -1.87183
H  2.07121  -0.65255  0.90637
O  2.55949  -3.41873  -0.29177
H  0.28654  1.37168  -1.33228
N  1.92012  -1.64102  0.99545
H  1.70842  -1.64038  -2.28114
C  -2.19640  1.91557  0.87521
H  -2.76222  2.67502  1.39909
H  -3.28561  0.37320  1.92911
H  -0.34745  4.15336  -0.39118
H  1.68023  -0.29918  -1.22498
C  -2.46106  0.60372  1.24919
H  1.89271  -2.11628  1.87990
C  -0.43825  1.12625  -0.54932
C  -1.73778  -0.45627  0.70630
H  -1.94500  4.16461  -0.67827
H  -0.27719  -1.05312  -0.61381
H  -1.98110  -1.51507  0.83540
C  2.20032  -1.25290  -1.39433
H  3.25191  -0.95263  -1.62638
C  2.16850  -2.28622  -0.19294
C  -1.10436  3.47520  -0.81328
C  -1.21855  2.19853  -0.09582

In elementary charge units, the natural (NBO) charges are: number 1, C, carries -0.1965; number 2, H, carries 0.2243; number 3, H, carries 0.3959; number 4, O, carries -0.5914; number 5, H, carries 0.2039; number 6, N, carries -0.8381; number 7, H, carries 0.2375; number 8, C, carries -0.2232; number 9, H, carries 0.2125; number 10, H, carries 0.2128; number 11, H, carries 0.2227; number 12, H, carries 0.2106; number 13, C, carries -0.1970; number 14, H, carries 0.4059; number 15, C, carries -0.2378; number 16, C, carries -0.2288; number 17, H, carries 0.2267; number 18, H, carries 0.2140; number 19, H, carries 0.2164; number 20, C, carries -0.7404; number 21, H, carries 0.2373; number 22, C, carries 0.6843; number 23, C, carries -0.6471; number 24, C, carries -0.0047

=====

b) C9H13NO | the ωB97M-V functional and the def2-TZVPD basis

Computed properties:
SMILES = CNC(C)=O.c1ccccc1
Charge = 0
E_HOMO = -8.551 eV
LUMO = 0.59 eV

Element x y z (Å)
C  -1.23645  -1.41588  1.10324
C  3.63321  -0.39912  -0.53444
C  -3.45124  1.15162  -0.74797
C  3.52286  0.87859  0.09539
H  -2.02900  -1.76207  1.83988
O  -1.23349  -0.42393  -1.12025
H  4.55712  -0.75759  -0.92874
N  -2.75388  0.38135  0.31673
H  -3.10671  0.60542  -1.70239
H  -3.49285  -0.19128  1.09640
H  -0.94129  -2.30909  0.56100
C  -1.76412  -0.49257  -0.01311
C  1.11128  0.75931  0.23691
C  1.14345  -0.43416  -0.34099
H  -4.53959  0.99047  -0.69744
H  2.09757  2.27836  1.22348
C  2.39750  -1.01245  -0.68441
H  0.35657  -1.20659  -0.36859
H  0.14183  1.20461  0.42428
H  2.29379  -2.08722  -1.26319
C  2.27445  1.32173  0.56953
H  -3.03693  2.29134  -0.95285
H  4.41429  1.44778  0.19629
H  -0.35838  -0.81863  1.69123

In elementary charge units, the natural (NBO) charges are: number 1, C, carries -0.7350; number 2, C, carries -0.2274; number 3, C, carries -0.4501; number 4, C, carries -0.2186; number 5, H, carries 0.2220; number 6, O, carries -0.6224; number 7, H, carries 0.2186; number 8, N, carries -0.6216; number 9, H, carries 0.2327; number 10, H, carries 0.3848; number 11, H, carries 0.2362; number 12, C, carries 0.6622; number 13, C, carries -0.2434; number 14, C, carries -0.2018; number 15, H, carries 0.2125; number 16, H, carries 0.2079; number 17, C, carries -0.2021; number 18, H, carries 0.2441; number 19, H, carries 0.2113; number 20, H, carries 0.1968; number 21, C, carries -0.2071; number 22, H, carries 0.2181; number 23, H, carries 0.2099; number 24, H, carries 0.2725

=====

c) C9H13NO | the ωB97M-V functional and the def2-TZVPD basis

Computed properties:
SMILES = CNC(C)=O.c1ccccc1
Charge = 0
E_HOMO = -9.297 eV
LUMO = 0.71 eV

Element x y z (Å)
C  -1.65697  -0.54197  1.18899
N  -0.13630  0.65546  -0.91591
H  0.49818  -2.92885  -0.00225
C  1.84681  1.63651  -1.07202
H  2.03979  2.57919  -0.39588
C  0.14886  -2.11836  0.78838
H  0.44119  0.23967  -0.24450
H  2.06971  -1.65358  1.00102
C  0.75656  -0.25039  1.78585
H  -0.71367  1.00215  2.45143
C  -1.50678  0.17716  -1.23755
H  -1.67137  -0.93548  -1.45266
H  1.99503  0.81412  -0.36846
H  -2.72701  -0.12059  0.67383
O  0.16090  2.06801  -2.75416
H  1.42501  0.40818  2.38400
H  -2.14130  0.47789  -0.34731
H  -1.55703  0.86567  -2.17768
C  0.48050  1.54731  -1.72785
H  -1.84508  -2.65286  0.34901
C  -1.24886  -1.84596  0.75290
C  -0.60676  0.09017  1.91592
C  1.16209  -1.31547  1.17204
H  2.78652  1.80204  -1.76714

In elementary charge units, the natural (NBO) charges are: number 1, C, carries -0.1961; number 2, N, carries -0.6501; number 3, H, carries 0.2071; number 4, C, carries -0.7146; number 5, H, carries 0.2320; number 6, C, carries -0.1897; number 7, H, carries 0.4202; number 8, H, carries 0.2202; number 9, C, carries -0.2219; number 10, H, carries 0.2190; number 11, C, carries -0.4286; number 12, H, carries 0.2042; number 13, H, carries 0.1987; number 14, H, carries 0.2531; number 15, O, carries -0.6039; number 16, H, carries 0.2212; number 17, H, carries 0.1849; number 18, H, carries 0.2454; number 19, C, carries 0.6713; number 20, H, carries 0.2279; number 21, C, carries -0.2352; number 22, C, carries -0.2296; number 23, C, carries -0.2738; number 24, H, carries 0.2384

=====

a) is the most stable structure; the next one sits 285.1 kJ/mol above it.